No. 1
65
Properties=species:S:1:pos:R:3:nbo_charge:R:1 method="wB97M-V/def2-TZVPD" s_squared=0.759 relative_energy_ev=0.800 multiplicity=2 homo_lumo_gap_ev="7.64 / 6.51" lumo_energy_ev="-0.821 / -1.854" homo_ev="-8.465 / -8.362"
Ir -0.41 -0.03 0.91 1.0241
O 0.52 3.92 0.08 -0.6212
C -0.22 3.16 0.68 0.7773
O 0.20 2.11 1.33 -0.7894
C -1.69 3.46 0.77 -0.2574
C -2.11 4.77 0.82 -0.0933
C -3.47 5.05 0.89 -0.0489
C -4.42 4.05 0.86 -0.1273
C -3.99 2.74 0.77 -0.0968
C -2.61 2.39 0.77 0.4951
O -2.24 1.16 0.74 -0.8091
N -5.03 1.72 0.67 0.5422
O -6.14 2.01 1.05 -0.3702
O -4.74 0.62 0.22 -0.4251
N -3.91 6.44 0.97 0.5375
O -3.06 7.30 1.05 -0.3794
O -5.11 6.66 0.94 -0.3888
H -1.38 5.56 0.80 0.2684
H -5.47 4.29 0.88 0.2759
I -0.71 -0.27 3.47 0.5135
C 0.09 -2.19 3.44 -0.1565
C 0.31 -2.86 4.60 -0.2445
C 0.81 -4.18 4.54 -0.2035
C 1.04 -4.76 3.32 -0.1701
C 0.81 -4.06 2.11 -0.0696
C 1.02 -4.70 0.87 -0.1825
C 0.76 -4.03 -0.29 -0.1982
C 0.33 -2.69 -0.26 -0.2491
C 0.13 -2.00 0.92 -0.1403
C 0.34 -2.72 2.14 -0.0577
H 0.10 -2.41 5.56 0.2276
H 0.99 -4.72 5.45 0.2249
H 1.41 -5.78 3.27 0.2187
H 1.37 -5.72 0.86 0.2154
H 0.89 -4.52 -1.24 0.2188
H 0.14 -2.21 -1.21 0.2139
C 4.82 0.00 -0.88 -1.1271
Si 3.94 0.13 -2.51 1.6291
C 4.41 1.70 -3.40 -1.1121
C 4.33 -1.37 -3.56 -1.1095
C 2.05 0.15 -2.31 -0.4919
C 1.26 0.10 -3.45 -0.1255
C -0.14 0.08 -3.40 -0.2186
C -0.75 0.12 -2.17 0.0519
N 0.00 0.19 -1.06 -0.4760
C 1.34 0.20 -1.11 0.0938
S 1.86 0.18 0.55 0.2423
H 5.89 -0.12 -1.08 0.2462
H 4.49 -0.86 -0.30 0.2504
H 4.70 0.89 -0.26 0.2536
H 5.49 1.74 -3.57 0.2423
H 4.12 2.58 -2.82 0.2536
H 3.92 1.77 -4.38 0.2376
H 5.41 -1.44 -3.73 0.2430
H 3.85 -1.33 -4.54 0.2352
H 4.01 -2.29 -3.07 0.2414
H 1.73 0.05 -4.43 0.2187
H -0.74 0.04 -4.29 0.2266
H -1.83 0.11 -2.03 0.2330
C -3.18 -2.01 1.04 -0.2524
O -2.47 -1.18 0.12 -0.7529
H -4.06 -2.43 0.56 0.1905
H -3.50 -1.43 1.92 0.1797
H -2.51 -2.81 1.35 0.1860
H -2.97 -0.34 0.05 0.5369

---

No. 2
13
Properties=species:S:1:pos:R:3:nbo_charge:R:1 method="wB97M-V/def2-TZVPD" smiles="[H]/N=C/OCCO" relative_energy_ev=1.578 homo_lumo_gap_ev=10.80 lumo_energy_ev=0.869 homo_ev=-9.933
H -2.00 -1.09 -1.56 0.3665
N -1.25 -0.71 -0.99 -0.7708
C -1.51 -0.80 0.25 0.4378
O -0.69 -0.34 1.20 -0.4919
C 0.39 0.52 0.79 -0.1153
C 1.61 -0.21 0.22 -0.0889
O 1.54 -0.54 -1.14 -0.7381
H -2.40 -1.24 0.70 0.1598
H 0.67 1.02 1.72 0.2006
H 0.01 1.24 0.07 0.2013
H 1.81 -1.09 0.86 0.1619
H 2.46 0.47 0.34 0.1815
H 0.62 -0.78 -1.33 0.4955

---

No. 3
42
Properties=species:S:1:pos:R:3:nbo_charge:R:1 method="wB97M-V/def2-TZVPD" smiles="O=[PH2]P(I)#[PH]P(=O)(O)O.O=[N+]([O-])c1ccccc1.O=[N+]([O-])c1ccccc1" relative_energy_ev=2.486 homo_lumo_gap_ev=7.81 lumo_energy_ev=-1.303 homo_ev=-9.117
O 5.58 0.37 -3.53 -1.0464
P 5.31 -1.03 -2.79 1.0923
P 3.29 -1.83 -3.23 -0.0148
I 2.93 -1.13 -5.62 0.0061
P 1.78 -0.84 -1.93 -0.0864
P -0.18 -1.55 -2.70 1.9527
O -0.09 -2.18 -4.14 -1.0582
O -0.65 -2.85 -1.58 -0.9847
O -1.42 -0.29 -2.62 -0.9897
H 6.24 -1.97 -3.41 -0.0101
H 5.63 -1.02 -1.39 -0.0126
H 1.86 0.61 -2.09 0.0949
H -0.56 -3.74 -2.06 0.5272
H -1.77 -0.09 -3.54 0.5330
O -7.93 1.77 0.40 -0.3757
N -7.37 0.77 0.88 0.5019
O -7.85 0.06 1.78 -0.3757
C -6.06 0.40 0.34 0.0812
C -5.47 1.19 -0.65 -0.2049
C -4.21 0.84 -1.14 -0.2195
C -3.55 -0.29 -0.65 -0.1782
C -4.15 -1.08 0.34 -0.2159
C -5.41 -0.74 0.84 -0.2054
H -5.97 2.07 -1.05 0.2479
H -3.73 1.45 -1.91 0.2194
H -2.56 -0.55 -1.03 0.2436
H -3.63 -1.96 0.71 0.2238
H -5.86 -1.37 1.60 0.2473
O 2.51 1.52 -0.12 -0.3926
N 3.53 1.34 0.56 0.5055
O 4.68 1.29 0.09 -0.3696
C 3.37 1.18 2.01 0.0834
C 2.08 1.20 2.57 -0.2016
C 1.93 1.02 3.94 -0.2112
C 3.06 0.84 4.75 -0.1708
C 4.34 0.83 4.19 -0.2117
C 4.50 1.00 2.82 -0.2031
H 1.20 1.35 1.95 0.2497
H 0.94 1.03 4.39 0.2280
H 2.93 0.69 5.82 0.2238
H 5.21 0.68 4.83 0.2272
H 5.50 0.99 2.39 0.2502

---

No. 4
21
Properties=species:S:1:pos:R:3:nbo_charge:R:1 method="wB97M-V/def2-TZVPD" relative_energy_ev=2.545 total_charge=+1 homo_lumo_gap_ev=9.39 lumo_energy_ev=-3.826 homo_ev=-13.214
H 0.99 -1.81 1.21 0.3405
N 0.77 -1.23 0.42 -0.7406
C 1.61 -0.31 0.34 0.4522
N 2.69 -0.13 1.04 -0.7970
C 1.47 0.66 -0.80 -0.5574
C 0.14 1.05 -1.26 0.2984
N -0.98 0.38 -1.09 -0.4516
C -1.70 -0.56 -0.67 0.8269
N -1.80 -1.65 -1.45 -0.7405
O -2.47 -0.50 0.35 -0.4321
C -2.34 0.65 1.23 -0.3127
H 3.48 0.48 1.02 0.4256
H 2.82 -0.87 1.70 0.3946
H 1.88 0.25 -1.75 0.2920
H 2.02 1.55 -0.38 0.2575
H -0.03 1.81 -2.02 0.2288
H -1.34 -1.58 -2.30 0.4088
H -2.59 -2.25 -1.32 0.4252
H -1.82 0.35 2.21 0.2256
H -3.36 1.01 1.67 0.2409
H -1.81 1.59 0.75 0.2147

---

No. 5
14
Properties=species:S:1:pos:R:3:nbo_charge:R:1 method="wB97M-V/def2-TZVPD" smiles=COc1ccc[nH]1 relative_energy_ev=2.120 homo_lumo_gap_ev=8.45 lumo_energy_ev=0.899 homo_ev=-7.554
C -2.52 0.13 0.03 -0.2611
O -1.34 -0.78 -0.04 -0.4998
C -0.16 -0.20 -0.12 0.4548
C 0.58 1.03 -0.04 -0.4254
C 2.00 0.67 0.02 -0.2819
C 2.17 -0.68 -0.02 -0.1104
N 0.83 -1.17 0.01 -0.5443
H -2.61 0.46 1.08 0.1944
H -3.40 -0.42 -0.37 0.2115
H -2.24 1.14 -0.55 0.1920
H 0.14 1.99 -0.16 0.2182
H 2.97 1.29 0.18 0.2266
H 3.06 -1.35 -0.08 0.2247
H 0.50 -2.10 0.07 0.4006

---

No. 6
130
Properties=species:S:1:pos:R:3:lowdin_spin:R:1 method="wB97M-V/def2-TZVPD" s_squared=2.011 multiplicity=3 homo_lumo_gap_ev="6.26 / 7.12" lumo_energy_ev="-2.868 / -2.010" homo_ev="-9.128 / -9.128"
V -27.84 -13.03 21.92 1.9222
C -25.81 -16.10 24.26 0.0030
F -25.77 -16.81 25.41 0.0009
F -25.07 -15.00 24.47 0.0002
F -25.38 -16.76 23.20 0.0008
S -27.70 -15.55 24.05 0.0050
O -28.09 -16.21 22.85 0.0010
O -28.42 -15.98 25.19 -0.0009
N -27.77 -13.83 23.74 0.0011
S -27.77 -13.14 25.20 0.0040
O -26.92 -13.76 26.20 -0.0023
O -27.48 -11.76 24.95 0.0001
C -29.65 -12.96 25.92 0.0026
F -29.73 -13.80 26.94 0.0005
F -29.83 -11.70 26.31 0.0008
F -30.50 -13.18 24.91 0.0002
C -24.13 -10.98 20.97 0.0021
F -23.62 -9.79 20.72 0.0006
F -24.66 -11.54 19.86 0.0002
F -23.30 -11.90 21.51 0.0008
S -25.46 -10.74 22.27 0.0054
O -25.30 -11.71 23.35 0.0021
O -25.48 -9.30 22.61 -0.0009
N -26.90 -11.35 21.40 0.0037
S -27.28 -10.15 20.46 0.0041
O -26.27 -9.34 19.78 -0.0015
O -28.31 -10.77 19.67 0.0003
C -28.22 -8.95 21.67 0.0019
F -29.47 -8.85 21.21 0.0008
F -28.35 -9.48 22.87 0.0001
F -27.60 -7.73 21.76 0.0004
C -31.58 -13.16 19.71 0.0028
F -32.12 -12.72 20.80 0.0008
F -32.56 -13.66 18.87 0.0008
F -30.93 -12.14 19.18 0.0001
S -30.27 -14.54 20.15 0.0053
O -30.31 -15.00 21.53 0.0023
O -30.46 -15.60 19.16 0.0002
N -28.74 -13.64 20.25 -0.0019
S -28.20 -13.81 18.70 0.0033
O -29.07 -13.54 17.57 -0.0025
O -26.91 -13.17 18.55 -0.0002
C -27.58 -15.73 18.60 0.0026
F -27.38 -16.26 19.83 0.0003
F -28.47 -16.52 17.94 0.0003
F -26.45 -15.73 17.95 0.0007
C -22.18 -15.24 21.40 0.0001
C -22.64 -14.77 19.98 0.0006
C -24.14 -15.03 19.66 0.0018
C -25.17 -14.54 20.61 0.0123
N -25.96 -14.17 21.40 -0.0025
H -21.09 -15.20 21.52 0.0000
H -22.38 -16.31 21.38 0.0000
H -22.46 -14.69 22.30 0.0000
H -21.91 -15.20 19.28 0.0000
H -22.36 -13.73 19.84 0.0000
H -24.11 -16.12 19.64 0.0005
H -24.40 -14.66 18.67 0.0002
C -21.68 -7.79 22.94 0.0000
C -22.90 -6.76 23.20 0.0000
C -22.58 -5.78 24.32 0.0000
C -23.79 -5.07 24.83 0.0000
N -24.73 -4.51 25.14 0.0000
H -22.24 -8.67 22.63 0.0000
H -21.14 -8.10 23.84 0.0000
H -21.07 -7.57 22.06 0.0000
H -23.82 -7.35 23.26 0.0000
H -23.04 -6.16 22.30 0.0000
H -21.95 -4.90 24.16 0.0000
H -22.23 -6.40 25.14 0.0000
C -31.49 -9.33 25.34 0.0001
C -32.42 -10.35 24.57 0.0005
C -32.00 -10.51 23.09 0.0018
C -30.71 -11.20 22.76 0.0140
N -29.73 -11.85 22.52 -0.0044
H -31.55 -8.35 24.87 0.0000
H -30.47 -9.65 25.14 0.0000
H -31.84 -9.21 26.37 0.0000
H -33.42 -9.93 24.49 0.0000
H -32.49 -11.27 25.16 0.0000
H -31.92 -9.49 22.71 0.0004
H -32.65 -11.11 22.44 0.0004
C -24.57 -7.92 26.84 0.0000
C -24.86 -9.42 26.95 0.0000
C -24.07 -10.26 25.99 0.0000
C -22.63 -10.00 25.91 0.0000
N -21.50 -9.83 25.90 0.0000
H -25.03 -7.36 27.65 0.0000
H -25.07 -7.52 25.95 0.0000
H -23.49 -7.84 26.73 0.0000
H -25.93 -9.63 27.01 0.0000
H -24.49 -9.69 27.94 0.0000
H -24.54 -10.12 25.01 0.0000
H -24.06 -11.34 26.10 0.0000
C -29.73 -9.72 15.38 0.0000
C -28.22 -9.37 15.07 0.0000
C -27.22 -10.01 16.11 0.0000
C -26.92 -11.43 15.84 0.0000
N -26.77 -12.56 15.64 0.0000
H -30.13 -9.36 16.33 0.0000
H -29.66 -10.79 15.54 0.0000
H -30.48 -9.39 14.66 0.0000
H -28.08 -8.30 15.19 0.0000
H -27.99 -9.59 14.03 0.0000
H -27.74 -10.02 17.07 0.0000
H -26.23 -9.57 16.23 0.0000
C -17.99 -11.01 22.79 0.0000
C -19.04 -12.06 23.11 0.0000
C -20.28 -11.90 22.12 0.0000
C -19.89 -12.08 20.70 0.0000
N -19.64 -12.23 19.60 0.0000
H -17.90 -11.09 21.71 0.0000
H -17.04 -11.22 23.27 0.0000
H -18.36 -9.99 22.93 0.0000
H -19.45 -11.92 24.10 0.0000
H -18.65 -13.08 23.02 0.0000
H -20.89 -11.01 22.32 0.0000
H -20.97 -12.74 22.24 0.0000
F -22.92 -3.02 21.14 0.0000
C -23.53 -4.08 20.59 0.0000
C -22.81 -5.06 19.91 0.0000
C -23.43 -6.10 19.27 0.0000
C -24.84 -6.25 19.40 0.0000
C -25.57 -5.25 20.01 0.0000
C -24.94 -4.20 20.58 0.0000
H -21.74 -4.94 19.82 0.0000
H -22.89 -6.74 18.58 0.0000
H -25.30 -7.16 19.06 0.0000
H -26.65 -5.25 20.00 0.0000
H -25.47 -3.39 21.07 0.0000

---

No. 7
102
Properties=species:S:1:pos:R:3:mulliken_charge:R:1 method="wB97M-V/def2-TZVPD" relative_energy_ev=0.531 homo_lumo_gap_ev=2.59 lumo_energy_ev=-5.645 homo_ev=-8.238
In 4.08 -1.24 -0.56 0.8361
C 1.23 -4.21 -3.78 -0.3459
C 0.54 -5.49 -3.64 0.6116
C 0.70 -6.34 -2.37 0.2100
O 0.36 -7.50 -2.48 -0.5029
C 1.32 -5.70 -1.23 -0.1846
C 1.92 -4.47 -1.40 0.3292
C 1.98 -3.74 -2.74 0.0694
O 2.51 -2.55 -2.87 -0.5242
O 2.47 -4.08 -0.26 -0.6446
O 0.00 -6.01 -4.59 -0.4938
H 1.18 -3.69 -4.73 0.6592
H 1.34 -6.07 -0.22 0.7051
I 0.71 0.12 0.52 -0.5546
C -3.36 2.31 4.26 -0.3091
C -2.76 3.29 3.33 0.0030
O -1.87 4.19 4.05 -0.1997
S -1.55 3.46 5.52 1.0624
O -2.37 4.04 6.57 -0.6041
O -0.17 3.29 5.92 -0.5107
O -2.22 2.01 5.03 -0.3455
H -3.52 1.41 3.65 0.2680
H -4.23 2.57 4.86 0.2783
H -3.56 3.87 2.86 0.3663
H -2.13 2.74 2.64 -0.0008
C 1.71 -0.44 4.58 0.1630
C 0.83 -1.66 4.14 -0.1925
O 1.77 -2.45 3.28 -0.2035
S 3.37 -2.02 3.54 0.9672
O 4.27 -2.03 2.35 -0.4603
O 3.83 -2.52 4.82 -0.5855
O 2.84 -0.49 3.80 -0.1431
H 2.13 -0.47 5.59 0.3099
H 1.20 0.52 4.54 -0.2630
H 0.04 -1.39 3.44 0.1276
H 0.44 -2.31 4.92 0.3095
C -5.56 -1.64 -0.13 -0.4315
C -4.14 -2.12 0.15 0.0499
O -3.27 -1.08 -0.19 -0.1812
S -4.05 0.35 -0.37 0.8023
O -4.25 0.81 -1.74 -0.5467
O -3.54 1.29 0.63 -0.2564
O -5.48 -0.30 0.08 -0.3688
H -6.19 -2.13 0.62 0.3435
H -5.90 -2.01 -1.09 0.3166
H -3.87 -3.03 -0.39 -0.0352
H -4.07 -2.39 1.20 0.2217
C 4.57 3.83 -3.62 -0.3577
C 4.87 2.93 -4.79 -0.3222
O 3.73 2.11 -5.02 -0.2990
S 2.70 2.12 -3.70 0.9492
O 2.61 0.81 -2.92 -0.3276
O 1.34 2.65 -3.93 -0.5427
O 3.72 3.12 -2.81 -0.2732
H 4.11 4.77 -3.95 0.2882
H 5.40 4.05 -2.95 0.2913
H 5.70 2.28 -4.52 0.2864
H 5.02 3.54 -5.68 0.3017
C 2.19 4.09 2.61 -0.3012
C 1.99 2.89 3.51 0.1734
O 3.23 2.15 3.48 -0.2933
S 4.11 2.48 2.13 0.8600
O 4.17 1.25 1.36 -0.3156
O 5.41 3.18 2.42 -0.5949
O 2.98 3.51 1.56 -0.2708
H 2.81 4.81 3.15 0.3244
H 1.36 4.67 2.19 0.2091
H 1.21 2.19 3.21 -0.0448
H 1.97 3.24 4.54 0.1941
C -0.28 4.58 -1.28 -0.1807
C -1.11 3.56 -0.47 0.3947
O -2.21 4.28 0.03 -0.2198
S -1.96 5.83 0.21 1.0985
O -1.35 6.16 1.49 -0.5240
O -3.12 6.65 -0.19 -0.5933
O -0.87 5.86 -1.04 -0.4076
H -0.47 4.36 -2.33 0.1565
H 0.78 4.69 -1.06 0.2479
H -0.34 3.14 0.18 -0.2100
H -1.50 2.93 -1.26 0.1601
C -0.96 -5.81 1.53 -0.5840
C -0.97 -4.37 1.08 0.5906
O -1.61 -4.51 -0.15 -0.0953
S -2.47 -5.83 -0.46 1.1220
O -2.40 -6.34 -1.87 -0.5298
O -3.74 -5.85 0.28 -0.5970
O -1.50 -6.62 0.48 -0.3687
H -1.45 -6.00 2.48 0.2792
H 0.04 -6.23 1.47 0.3754
H 0.04 -4.22 0.70 -0.3837
H -1.08 -3.42 1.58 0.2682
C -0.88 0.09 -3.45 1.1210
C -0.61 -1.35 -4.03 0.3199
O -1.23 -1.32 -5.32 -0.3199
S -1.60 0.09 -5.86 1.0032
O -2.81 0.04 -6.59 -0.5652
O -0.49 0.55 -6.65 -0.5567
O -1.69 0.72 -4.33 -0.2035
H 0.06 0.63 -3.34 -0.5431
H -1.53 0.00 -2.58 -0.2528
H -1.04 -2.13 -3.41 0.0763
H 0.46 -1.51 -4.17 -0.1345

---

No. 8
13
Properties=species:S:1:pos:R:3:nbo_charge:R:1 method="wB97M-V/def2-TZVPD" smiles=N[N@+]1([NH3+])CN1 relative_energy_ev=3.130 total_charge=+2 homo_lumo_gap_ev=13.19 lumo_energy_ev=-8.851 homo_ev=-22.039
N 1.03 -1.04 0.00 -0.6474
N 0.03 -0.18 -0.01 0.1861
N 0.77 1.05 -0.15 -0.4999
C -1.21 -0.18 0.67 -0.0599
N -1.13 -0.35 -0.83 -0.3302
H 1.13 -1.53 -0.89 0.4488
H 1.01 -1.81 0.69 0.4578
H 0.84 1.66 0.68 0.4807
H 0.53 1.65 -0.89 0.4682
H 1.61 0.64 -0.15 0.4734
H -1.83 0.73 0.98 0.3158
H -1.28 -1.13 1.22 0.2823
H -1.50 0.50 -1.32 0.4241

---

Number 1: total energy -77849.2801 eV. Number 2: total energy -8808.9510 eV. Number 3: total energy -77297.7970 eV. Number 4: total energy -13363.3331 eV. Number 5: total energy -8834.0829 eV. Number 6: total energy -218397.8814 eV. Number 7: total energy -197013.4063 eV. Number 8: total energy -7102.1175 eV.